1.
Here is the molecule C19H24N4O2 from the Open Molecules 2025 dataset. Energies are from ωB97M-V with the def2-TZVPD basis set.

```
49
Properties=species:S:1:pos:R:3:forces:R:3:mulliken_charge:R:1
C 3.1974 -0.0502 -7.3426 0.2 0.0 0.0 -0.82
O 1.8265 -0.3092 -7.1731 -0.3 -0.1 0.1 -0.46
C 1.2870 -0.1589 -5.9270 -0.2 0.0 0.0 0.93
C 1.9819 0.2695 -4.8026 0.2 0.0 -0.2 -0.47
C 1.3246 0.3911 -3.5908 -0.2 0.0 0.0 -0.66
C -0.0231 0.0920 -3.4685 0.0 0.1 0.1 0.14
C -0.7077 0.2071 -2.1373 0.3 -0.2 -0.2 -0.91
C -0.2450 -0.9051 -1.1919 -0.3 0.1 -0.1 0.97
O 0.5877 -1.7285 -1.5176 0.3 -0.1 -0.2 -0.66
N -0.8385 -0.9347 0.0248 -0.1 -0.2 0.3 0.07
C -1.7521 0.0336 0.5809 -0.1 0.5 0.0 -1.00
C -1.0641 0.8342 1.6868 -0.2 -0.3 0.0 -1.01
C -0.5750 -0.1109 2.8004 0.3 0.2 -0.1 1.78
C 0.3308 -1.1703 2.1565 -0.3 0.0 -0.1 -1.00
C -0.3838 -1.8897 1.0141 0.3 -0.3 0.1 -1.08
N -1.7279 -0.7667 3.4327 0.2 -0.3 -0.1 -0.24
C -2.4019 0.0113 4.4518 -0.1 0.1 0.3 -0.82
C -1.5137 0.3549 5.6678 -0.1 0.0 -0.1 -0.59
C -0.2357 0.8607 5.1081 -0.2 -0.2 -0.3 -0.75
N 0.7327 1.6147 5.7168 0.0 0.0 0.1 -0.07
C 1.6887 1.8406 4.7771 0.2 0.1 0.0 -0.50
N 1.3955 1.2891 3.6348 0.3 0.1 -0.4 -0.77
C 0.1958 0.6680 3.8245 -0.4 0.0 0.6 -0.12
C -0.7089 -0.3430 -4.5956 0.1 0.1 0.1 -0.42
C -0.0686 -0.4631 -5.8106 0.2 0.0 -0.2 -0.76
H 3.4085 -0.2504 -8.3922 0.0 0.0 0.1 0.24
H 3.8117 -0.7077 -6.7188 0.0 0.0 0.0 0.33
H 3.4415 0.9940 -7.1190 0.0 0.0 0.0 0.33
H 3.0328 0.5075 -4.8538 0.1 0.0 0.0 0.36
H 1.8780 0.7177 -2.7228 0.1 0.0 0.1 0.37
H -0.4668 1.1691 -1.6775 -0.2 0.0 0.0 0.39
H -1.7890 0.1364 -2.2691 0.0 0.1 0.1 0.51
H -2.5946 -0.5098 1.0242 0.0 0.1 -0.1 0.31
H -2.1322 0.7022 -0.1885 0.0 -0.1 0.0 0.55
H -0.1980 1.3656 1.2909 0.0 0.1 0.0 0.40
H -1.7602 1.5672 2.0950 0.0 0.1 0.1 0.46
H 1.2210 -0.6666 1.7786 0.0 0.0 0.0 0.41
H 0.6472 -1.8965 2.9083 0.1 0.0 0.1 0.50
H -1.2523 -2.4331 1.4003 0.1 0.0 -0.1 0.42
H 0.2931 -2.5857 0.5163 -0.2 0.0 0.1 0.48
H -1.4234 -1.6476 3.8358 0.0 0.0 -0.1 0.37
H -3.2794 -0.5537 4.7758 0.0 0.1 0.0 0.42
H -2.7464 0.9413 3.9930 -0.1 0.0 0.1 0.26
H -1.3424 -0.5421 6.2739 -0.1 0.0 0.0 0.27
H -2.0006 1.1008 6.3005 -0.1 0.0 0.0 0.40
H 0.7285 1.9367 6.6706 0.1 0.0 -0.1 0.19
H 2.5758 2.4083 4.9719 0.2 0.2 0.1 0.50
H -1.7583 -0.5918 -4.5234 -0.1 0.0 0.0 0.35
H -0.5967 -0.7982 -6.6895 -0.1 0.0 -0.1 0.42
```
Forces are in eV/Å.

Summary:
- total energy (Eh) = -1107.94504
- SMILES = COc1ccc(CC(=O)N2CCC3(CC2)NCCc2[nH]cnc23)cc1
- frontier orbital gap (eV) = 8.6675
- E_HOMO (eV) = -8.0
- LUMO energy (eV) = 0.64
- largest force on an atom (eV/A) = 0.73



2.
Here is the molecule C19H24N4O3 from the Open Molecules 2025 dataset. Energies are from ωB97M-V with the def2-TZVPD basis set.

```
50
Properties=species:S:1:pos:R:3:forces:R:3:mulliken_charge:R:1
H -7.1447 3.7401 1.8162 0.0 0.0 0.0 0.25
N -7.7828 3.0600 1.4190 0.0 0.0 0.0 -0.79
C -7.1692 2.0396 1.0037 0.0 0.0 0.0 0.38
N -7.7337 0.9290 0.4158 0.0 0.0 0.0 -0.08
C -6.7506 0.0173 0.0953 0.1 0.0 0.0 -0.23
C -5.5831 0.5497 0.4639 0.0 0.0 0.0 0.48
C -4.2540 -0.0817 0.3653 0.0 0.0 -0.1 0.12
O -4.1921 -1.2551 0.0200 0.0 0.0 0.0 -0.70
N -3.1469 0.6367 0.6541 0.0 0.0 0.0 0.14
C -3.0149 2.0840 0.8590 0.0 0.0 0.0 -0.58
C -1.5611 2.3603 0.4710 0.0 0.0 0.0 0.35
C -1.4198 2.5606 -1.0347 0.0 0.0 0.0 -1.71
C -0.8736 1.0866 0.9821 0.0 0.0 0.0 -0.25
N 0.4698 0.8841 0.4993 0.0 0.0 0.0 -0.11
C 1.4112 0.2391 1.2475 0.1 0.1 0.1 0.32
O 1.1889 -0.1507 2.3781 0.0 0.0 0.0 -0.65
C 2.7618 0.0791 0.5788 0.0 0.0 -0.1 -0.30
C 3.5411 -1.1204 1.1256 -0.1 -0.1 0.0 -1.16
C 4.6173 -1.5613 0.1677 0.1 0.1 0.1 0.39
C 5.9097 -1.0581 0.2615 0.0 0.0 0.0 -0.58
C 6.8784 -1.4412 -0.6548 0.0 0.0 0.0 -0.59
C 6.5647 -2.3280 -1.6727 0.0 0.0 0.0 -0.60
C 5.2777 -2.8451 -1.7876 0.0 0.0 0.0 0.74
C 4.9254 -3.7922 -2.9033 0.0 0.0 0.0 -1.44
C 4.3206 -2.4526 -0.8590 0.0 0.0 0.0 -0.33
C -1.8508 -0.0294 0.5959 0.0 0.0 0.0 -1.09
O -5.8166 1.8014 1.0363 0.0 0.0 0.0 -0.35
H -8.7231 0.8498 0.2732 0.0 0.0 0.0 0.16
H -6.9296 -0.9394 -0.3596 0.0 0.0 0.0 0.49
H -3.7156 2.6368 0.2384 0.0 0.0 0.0 0.47
H -3.2000 2.3463 1.9036 0.0 0.0 0.0 0.26
H -1.1831 3.2398 0.9942 0.0 0.0 0.0 0.44
H -1.7815 1.6917 -1.5898 0.0 0.0 0.0 0.33
H -2.0041 3.4236 -1.3553 0.0 0.0 0.0 0.42
H -0.3856 2.7523 -1.3270 0.0 0.0 0.0 0.45
H -0.8047 1.1325 2.0690 0.0 0.0 0.0 0.24
H 0.6678 1.0589 -0.4710 0.0 0.0 0.0 0.32
H 3.3265 1.0034 0.7292 0.0 0.0 0.0 0.25
H 2.6267 -0.0267 -0.5014 0.0 0.0 0.0 0.38
H 2.8436 -1.9421 1.2965 0.0 0.0 0.0 0.46
H 3.9642 -0.8718 2.0983 0.0 0.0 0.0 0.38
H 6.1608 -0.3725 1.0628 0.0 0.0 0.0 0.41
H 7.8853 -1.0522 -0.5702 0.0 0.0 0.0 0.38
H 7.3275 -2.6304 -2.3808 0.0 0.0 0.0 0.39
H 4.0887 -4.4336 -2.6275 0.0 0.0 0.0 0.37
H 4.6395 -3.2427 -3.8028 0.0 0.0 0.0 0.28
H 5.7715 -4.4286 -3.1622 0.0 0.0 0.0 0.39
H 3.3167 -2.8615 -0.9286 0.0 0.0 0.0 0.34
H -1.6543 -0.4081 -0.4116 0.0 0.0 0.0 0.36
H -1.8102 -0.8772 1.2785 0.0 0.0 0.0 0.40
```
Forces are in eV/Å.

Summary:
- total energy (Eh) = -1183.20144
- SMILES = [H]/N=c1/[nH]cc(C(=O)N2C[C@H](C)[C@H](NC(=O)CCc3cccc(C)c3)C2)o1
- frontier orbital gap (eV) = 8.8396
- E_HOMO (eV) = -8.3
- LUMO energy (eV) = 0.54
- largest force on an atom (eV/A) = 0.13



3.
Here is a cluster of 3 separate species, C19H24NO8Si2 in total at a distorted geometry from the Open Molecules 2025 dataset. Energies are from ωB97M-V with the def2-TZVPD basis set.

```
54
Properties=species:S:1:pos:R:3:forces:R:3:mulliken_charge:R:1
C -2.4778 -1.0478 -2.8292 1.1 -0.1 0.1 -0.73
C -1.2518 -0.1583 -2.8999 -1.0 0.3 -0.3 0.58
O -1.3965 1.0461 -2.9434 0.4 -0.1 0.4 -0.58
N -0.0006 -0.7948 -2.8796 0.0 1.0 0.1 -0.28
C 1.1001 0.1280 -2.5625 0.6 -0.5 -0.6 -0.54
C 2.4626 -0.5906 -2.7264 -0.7 0.7 0.7 -0.65
C 3.3945 -0.2969 -1.5316 0.3 -0.8 -0.2 -0.75
C 3.7856 -1.5633 -0.7227 0.0 0.3 0.2 -0.88
Si 3.4146 -1.4612 1.1248 0.0 0.7 -0.5 0.40
O 3.3636 0.1186 1.6496 -0.5 -1.1 0.3 -0.20
Si 2.1648 0.3064 2.8609 0.5 0.4 0.0 0.31
C 2.3034 1.9338 3.8167 -0.3 1.0 0.9 0.40
O 1.5171 1.9688 4.8079 -0.3 -0.7 -0.1 -0.66
O 3.0717 2.8421 3.4814 0.5 -0.1 -0.6 -0.65
H -2.1523 -2.0741 -2.7132 -0.3 -0.2 0.0 0.27
H -3.0831 -0.9186 -3.7089 -0.1 0.0 -0.3 0.03
H -3.0857 -0.7497 -1.9840 0.0 0.1 0.2 0.31
H 0.1719 -1.2924 -3.7430 -0.1 -0.4 0.1 0.25
H 0.9458 0.4646 -1.5456 0.0 0.0 0.2 0.38
H 1.1186 1.0081 -3.2033 -0.4 0.2 0.0 0.30
H 2.2458 -1.6514 -2.8270 0.3 -0.2 0.0 0.39
H 2.9226 -0.2285 -3.6396 0.1 -0.2 -0.3 0.31
H 4.3138 0.1380 -1.9117 0.1 0.2 0.0 0.42
H 2.9548 0.4391 -0.8674 -0.1 0.2 0.0 0.47
H 4.8401 -1.7903 -0.8691 0.1 0.0 0.0 0.41
H 3.2378 -2.4275 -1.0963 -0.1 -0.2 0.0 0.32
H 2.0463 -2.0029 1.3131 0.1 -0.3 0.1 -0.15
H 4.4259 -2.2644 1.8410 0.0 -0.1 0.2 -0.19
H 0.8643 0.1108 2.1829 -0.1 0.1 0.0 -0.15
H 2.3199 -0.8460 3.7888 0.0 -0.1 0.0 -0.15
C 0.8196 3.7306 7.4937 0.2 -0.2 -0.1 -0.33
C -0.2412 4.4811 7.2007 0.0 0.0 0.1 -0.42
C -0.8639 5.3677 8.2076 0.0 0.0 -0.2 0.40
O -1.8336 6.0533 7.9468 0.0 0.0 0.1 -0.57
C -0.2609 5.3942 9.5653 0.0 0.0 0.1 -0.39
C 0.7971 4.6483 9.8642 0.0 0.0 0.1 -0.35
C 1.4227 3.7564 8.8505 -0.1 0.0 -0.1 0.34
O 2.3882 3.0818 9.1354 0.0 0.0 0.1 -0.55
H 1.2846 3.0739 6.7559 0.0 0.0 -0.1 0.69
H -0.6926 4.4755 6.2171 0.0 0.0 0.0 0.45
H -0.7314 6.0505 10.2875 0.0 0.0 0.0 0.38
H 1.2508 4.6528 10.8480 0.0 0.0 0.0 0.39
C -3.7202 -4.9068 -7.2831 0.0 0.0 0.1 -0.37
C -3.6015 -4.6440 -5.9847 0.0 0.0 -0.1 -0.37
C -3.9450 -3.3087 -5.4348 0.0 0.0 0.0 0.45
O -3.8354 -3.0672 -4.2529 -0.2 -0.3 -0.2 -0.51
C -4.4262 -2.2784 -6.3894 0.0 0.0 -0.1 -0.23
C -4.5443 -2.5416 -7.6878 0.0 0.0 0.1 -0.39
C -4.2017 -3.8770 -8.2372 0.0 0.0 0.0 0.35
O -4.3113 -4.1180 -9.4198 0.0 0.0 0.0 -0.55
H -3.4749 -5.8735 -7.7040 0.0 0.0 0.0 0.39
H -3.2529 -5.3813 -5.2728 0.0 0.0 0.0 0.42
H -4.6717 -1.3110 -5.9695 0.0 0.0 0.0 0.40
H -4.8924 -1.8041 -8.3995 0.0 0.0 0.0 0.40
```
Forces are in eV/Å.

Summary:
- total energy (Eh) = -1974.12898
- frontier orbital gap (eV) = 3.7982
- charge = -1
- E_HOMO (eV) = -4.4
- LUMO energy (eV) = -0.60
- largest force on an atom (eV/A) = 1.37



4.
Here is a structure of composition C19H25AuN3O4S at a distorted geometry from the Open Molecules 2025 dataset. Energies are from ωB97M-V with the def2-TZVPD basis set.

```
53
Properties=species:S:1:pos:R:3:forces:R:3:mulliken_charge:R:1
Au 0.4665 2.5107 0.8921 0.8 1.5 -0.8 0.93
N 2.5832 2.6795 1.1431 -1.2 -0.4 0.5 -0.63
C 3.0768 4.0729 1.2813 0.2 0.3 -0.2 -0.55
C 2.4434 4.9670 0.2275 -0.3 0.1 0.1 -0.74
C 1.1153 5.4594 0.7876 0.7 -0.1 -0.4 0.72
O 0.9420 6.6286 1.0014 -0.5 -0.1 0.1 -0.60
O 0.2576 4.4980 1.0603 -0.4 0.2 0.3 -0.68
H 2.8465 2.1077 1.9419 0.1 -0.1 -0.1 0.35
H 2.9547 2.2512 0.2991 0.0 -0.1 0.1 0.38
H 4.1641 4.0892 1.1905 0.0 -0.3 0.0 0.39
H 2.8246 4.4270 2.2796 0.0 -0.1 0.0 0.36
H 2.2572 4.4144 -0.6990 0.2 0.0 0.0 0.31
H 3.0534 5.8401 0.0170 0.1 -0.1 0.0 0.33
C -0.8175 1.1586 -2.0880 0.0 0.0 0.1 -1.18
N -2.0779 1.1429 -1.3540 0.2 0.2 0.0 0.32
C -3.0710 0.1599 -1.7896 -0.1 -0.1 0.1 -0.68
C -4.1428 -0.0305 -0.7358 0.1 0.1 0.0 -0.64
C -4.6084 1.3398 -0.2821 0.0 -0.2 -0.1 -0.64
N -3.4668 2.0755 0.2493 0.0 0.3 0.1 0.14
C -3.7119 3.0254 1.3325 0.0 0.0 0.0 -1.09
C -2.2809 2.0087 -0.3549 -0.1 -0.6 0.1 0.53
O -1.3466 2.8251 0.0088 0.1 -0.3 0.4 -0.80
H -0.1133 0.4355 -1.6699 -0.1 0.0 0.0 0.28
H -0.3741 2.1479 -2.0325 0.0 0.0 -0.1 0.34
H -1.0149 0.9106 -3.1292 0.0 0.0 0.0 0.44
H -2.5512 -0.7778 -1.9889 0.0 0.0 0.0 0.40
H -3.5201 0.4982 -2.7273 0.1 0.0 0.0 0.34
H -3.7454 -0.5808 0.1189 0.0 0.0 0.0 0.30
H -4.9715 -0.5985 -1.1549 0.0 0.0 0.0 0.37
H -5.3569 1.2641 0.5039 0.0 0.0 0.0 0.40
H -5.0504 1.8874 -1.1202 0.0 0.1 0.1 0.27
H -4.0961 2.4915 2.2015 0.0 0.0 0.0 0.36
H -4.4415 3.7721 1.0183 0.0 0.0 0.0 0.35
H -2.7871 3.5257 1.5940 0.0 0.0 0.0 0.33
C 3.5704 -7.3750 -1.6693 0.0 0.0 -0.2 -1.13
C 2.5578 -6.3337 -1.2908 -0.1 0.2 0.4 0.79
O 1.9915 -5.5898 -2.0353 0.1 -0.1 -0.2 -0.50
S 2.3291 -6.2980 0.5133 -0.1 -0.2 0.0 -0.26
C 1.5887 -4.7166 0.7887 0.0 0.0 -0.1 0.25
C 0.5724 -4.2056 -0.0132 -0.1 0.0 0.0 -0.55
C 0.2146 -2.8734 0.1049 0.0 0.0 0.0 -0.20
C 0.8315 -2.0546 1.0490 0.0 0.0 0.0 0.62
C 1.7053 -2.6273 1.9750 0.0 0.0 0.0 -0.77
C 2.0932 -3.9469 1.8358 0.0 0.0 -0.1 -0.52
C 0.6338 -0.6321 1.0203 -0.1 -0.1 0.1 0.05
C 0.5222 0.5686 0.9664 0.0 -0.2 -0.1 -0.26
H 3.4716 -7.6181 -2.7248 -0.1 0.0 0.0 0.31
H 3.4645 -8.2706 -1.0585 0.0 0.0 0.0 0.36
H 4.5648 -6.9596 -1.4995 0.0 0.0 0.1 0.31
H 0.0756 -4.8390 -0.7302 0.1 0.0 -0.1 0.46
H -0.5411 -2.4568 -0.5489 0.0 0.0 0.0 0.45
H 2.0990 -2.0196 2.7789 0.1 0.0 0.0 0.45
H 2.8159 -4.3788 2.5159 0.0 0.0 0.0 0.40
```
Forces are in eV/Å.

Summary:
- total energy (Eh) = -1737.82409
- frontier orbital gap (eV) = 5.9416
- charge = +1
- E_HOMO (eV) = -10.8
- LUMO energy (eV) = -4.88
- largest force on an atom (eV/A) = 1.86